Entry A
The following is a quantum chemistry calculation of a gas-phase ion, C5H14N2 (charge +2), from OMol25.

Calculated values
- Total charge: +2
- LUMO energy: -8.25 eV
- Gap between HOMO and LUMO: 11.59 eV
- SMILES: C=[NH+]CC[C@H](C)[NH3+]

The geometry in XYZ format:
```
21
Properties=species:S:1:pos:R:3:lowdin_charge:R:1
C -1.50811 1.78850 2.67103 0.193
N -1.55972 0.95802 1.69326 0.065
C -0.38251 0.78674 0.73563 -0.106
C -0.62493 -0.23543 -0.39912 -0.136
C 0.65582 -1.02404 -0.71880 -0.393
C 1.77866 -0.09320 -0.69791 -0.057
N 0.59348 -1.75119 -2.03520 0.243
H -2.33465 1.85327 3.48011 0.171
H -0.66623 2.48697 2.91604 0.154
H -2.36084 0.39202 1.53294 0.161
H -0.41413 1.85427 0.29141 0.178
H 0.57454 0.60940 1.25782 0.118
H -1.44278 -0.96865 -0.32767 0.134
H -0.83079 0.41517 -1.33109 0.156
H 0.60744 -1.76546 0.10666 0.177
H 1.84882 0.40462 0.32004 0.103
H 2.77685 -0.60149 -0.73900 0.130
H 1.60314 0.62945 -1.54604 0.137
H -0.25842 -1.69840 -2.56538 0.163
H 0.66478 -2.78108 -1.95838 0.200
H 1.27958 -1.25949 -2.68637 0.209
```

---

Entry B
The following is a quantum chemistry calculation of a gas-phase ion, C5H14N2 (charge +2), from OMol25.

Calculated values
- Total charge: +2
- LUMO energy: -8.82 eV
- Gap between HOMO and LUMO: 11.47 eV
- SMILES: C=[NH+]CC[C@@H](C)[NH3+]

The geometry in XYZ format:
```
21
Properties=species:S:1:pos:R:3:lowdin_charge:R:1
C 1.26940 2.21221 2.36531 0.225
N 0.42120 1.59972 1.62883 0.051
C 0.76366 0.81789 0.40895 -0.113
C -0.46073 -0.01348 0.03558 -0.138
C -0.29499 -0.94105 -1.20978 -0.314
C 0.28909 -2.33249 -0.87348 -0.001
N -1.62299 -0.98325 -1.93185 0.229
H 1.05351 2.46881 3.39849 0.139
H 2.19636 2.65460 1.96781 0.154
H -0.57840 1.76099 1.76918 0.188
H 1.59086 0.18703 0.73291 0.144
H 1.14920 1.49465 -0.35726 0.151
H -1.31331 0.62434 -0.23201 0.125
H -0.72878 -0.57688 0.94381 0.143
H 0.37904 -0.37423 -1.86420 0.157
H 1.06936 -2.18165 -0.12830 0.092
H 0.81407 -2.79700 -1.71288 0.106
H -0.50220 -2.89681 -0.37426 0.104
H -2.40891 -1.16343 -1.29975 0.184
H -1.83258 -0.09723 -2.39915 0.182
H -1.63590 -1.69980 -2.66601 0.190
```

---

Stability summary - winner: entry B; margin: 0.0252 hartree.

---

Entry A
The following is a quantum chemistry calculation of a molecular structure, C21H38AsN3O5SW, from OMol25.

Calculated values
- Total charge: +2
- LUMO energy (spin up / spin down): -6.18 / -7.05 eV
- Gap between HOMO and LUMO (spin up / spin down): 7.18 / 6.40 eV
- 2S+1: 3

The geometry in XYZ format:
```
70
Properties=species:S:1:pos:R:3:lowdin_charge:R:1
W 0.10638 0.30771 -0.60385 1.532
C 1.72460 3.38609 2.74452 0.029
N 0.28055 3.21242 2.52726 -0.097
C -0.57211 4.19111 3.21270 0.018
C -0.16668 2.35850 1.64353 -0.352
O 0.61032 1.62143 0.97582 -0.142
C -1.65164 2.24155 1.33165 -0.048
O -1.86538 1.07191 0.54581 -0.205
C -2.48236 -0.04072 1.18950 -0.061
C -1.44198 -1.11685 1.46422 -0.369
O -0.25496 -0.90135 1.08258 -0.147
N -1.80004 -2.19511 2.10537 -0.085
C -0.84701 -3.27266 2.39991 0.020
C -3.19668 -2.41806 2.51959 0.019
H 1.91496 3.34364 3.81467 0.108
H 2.02447 4.36115 2.36213 0.113
H 2.27020 2.60078 2.23534 0.095
H -0.22684 4.29012 4.23871 0.109
H -1.60936 3.87384 3.22761 0.089
H -0.49160 5.15580 2.71265 0.117
H -1.94642 3.09787 0.72065 0.166
H -2.26839 2.22035 2.22767 0.135
H -3.24053 -0.43758 0.51408 0.137
H -2.96644 0.27225 2.11528 0.146
H 0.15255 -2.95920 2.11894 0.081
H -1.13932 -4.16325 1.84508 0.111
H -0.88154 -3.48145 3.46713 0.112
H -3.85724 -2.41097 1.65387 0.106
H -3.51063 -1.67128 3.24716 0.108
H -3.25366 -3.39490 2.98832 0.107
C -3.01459 0.26798 -2.67168 -0.024
C -2.11688 -0.94648 -2.52955 -0.649
C -1.21746 -1.11339 -3.73789 -0.028
C -2.91854 -2.20976 -2.26169 -0.015
O -1.28563 -0.75666 -1.34509 -0.399
H -3.65928 0.14651 -3.54312 0.104
H -2.43374 1.18118 -2.80232 0.071
H -3.65959 0.38615 -1.79870 0.083
H -1.82055 -1.14284 -4.64549 0.106
H -0.65155 -2.04563 -3.68631 0.071
H -0.51879 -0.27897 -3.83377 0.082
H -3.53237 -2.46718 -3.12581 0.105
H -3.59021 -2.07429 -1.41110 0.080
H -2.25577 -3.05007 -2.05609 0.077
C 2.39279 -1.61183 -3.03474 -0.221
As 1.62655 -1.71012 -1.28087 1.133
C 0.91472 -3.48295 -1.19303 -0.217
C 3.15342 -1.67408 -0.07039 -0.281
C 4.03622 -2.87691 -0.22759 -0.322
C 5.09613 -2.86323 -1.13091 -0.059
C 5.89083 -3.98790 -1.30315 -0.058
C 5.63583 -5.13753 -0.57040 -0.064
C 4.59065 -5.15702 0.34321 -0.063
C 3.79792 -4.03232 0.51276 -0.068
H 3.24021 -2.29801 -3.04319 0.039
H 2.72910 -0.60174 -3.25125 0.039
H 1.66175 -1.92491 -3.77629 0.033
H 1.71437 -4.14122 -1.53443 0.054
H 0.04902 -3.57300 -1.84470 0.025
H 0.63977 -3.75310 -0.17680 0.024
H 2.74523 -1.59436 0.93921 0.080
H 3.67132 -0.74026 -0.29157 0.082
H 5.31932 -1.96031 -1.68860 0.117
H 6.71621 -3.96195 -2.00166 0.114
H 6.25828 -6.01233 -0.69957 0.113
H 4.40014 -6.04477 0.93114 0.112
H 2.99452 -4.04808 1.24232 0.107
O 1.92142 1.05352 -1.27568 -0.763
S 1.29021 2.30885 -1.93599 0.905
N -0.18360 1.95218 -1.74715 -0.481
```

---

Entry B
The following is a quantum chemistry calculation of a molecular structure, C21H38AsN3O5SW, from OMol25.

Calculated values
- Total charge: +2
- LUMO energy (spin up / spin down): -6.44 / -7.14 eV
- Gap between HOMO and LUMO (spin up / spin down): 7.38 / 6.70 eV
- 2S+1: 3

The geometry in XYZ format:
```
70
Properties=species:S:1:pos:R:3:lowdin_charge:R:1
W 0.36310 0.39670 0.52300 1.618
C -2.59060 -2.38620 -1.82700 0.022
N -1.71640 -2.98690 -0.84100 -0.100
C -2.00720 -4.35420 -0.46650 0.007
C -0.76020 -2.29570 -0.27410 -0.371
O -0.45660 -1.11580 -0.63770 -0.170
C 0.12460 -2.91550 0.80430 -0.082
O 0.79670 -1.84610 1.48420 -0.254
C 0.49290 -1.67790 2.89490 -0.194
C -0.63700 0.40620 2.34570 -0.682
O -1.41500 0.36290 1.27920 -0.198
N -0.63240 1.62680 3.04950 -0.203
C -1.91820 2.31640 3.14170 -0.041
C 0.11410 1.64200 4.29790 -0.050
H -3.61330 -2.37750 -1.44690 0.119
H -2.55720 -2.96800 -2.74820 0.116
H -2.28200 -1.36220 -2.02680 0.098
H -2.87810 -4.69820 -1.01640 0.113
H -2.23180 -4.42100 0.59680 0.094
H -1.16910 -5.01060 -0.70380 0.115
H 0.88700 -3.55340 0.33070 0.153
H -0.46920 -3.50660 1.50520 0.119
H 1.40480 -1.21580 3.30780 0.145
H 0.33080 -2.65590 3.36100 0.151
H -2.46920 2.16700 2.21480 0.089
H -1.73730 3.37780 3.29540 0.095
H -2.51750 1.93270 3.97050 0.099
H 1.09060 1.17890 4.14680 0.088
H -0.42050 1.11640 5.09410 0.097
H 0.25810 2.67690 4.60510 0.097
C 1.43830 4.16180 1.49520 0.014
C 0.94330 3.40960 0.25790 -0.634
C 1.90640 3.55820 -0.92870 -0.010
C -0.48180 3.81610 -0.13870 0.008
O 0.86770 2.04470 0.55160 -0.337
H 1.43040 5.23260 1.32210 0.109
H 2.45460 3.86100 1.74270 0.091
H 0.78870 3.93480 2.33650 0.076
H 2.00420 4.60400 -1.20530 0.108
H 1.52000 2.99410 -1.78450 0.091
H 2.89580 3.17920 -0.65620 0.073
H -0.49200 4.78580 -0.62690 0.107
H -1.11380 3.86420 0.74280 0.081
H -0.88240 3.06020 -0.82970 0.096
C 3.37070 0.40390 -2.10660 -0.222
As 2.63200 -0.17820 -0.36530 1.124
C 3.33990 -2.01460 -0.49550 -0.239
C 3.91080 0.55640 0.98200 -0.282
C 5.34770 0.33800 0.61720 -0.330
C 6.02410 -0.79100 1.06930 -0.065
C 7.35970 -0.97800 0.76080 -0.056
C 8.03080 -0.04070 -0.00660 -0.057
C 7.36320 1.08340 -0.46490 -0.056
C 6.02430 1.26820 -0.16680 -0.063
H 4.45880 0.26850 -2.10000 0.044
H 3.14200 1.44150 -2.34690 0.015
H 2.94470 -0.23450 -2.88890 0.047
H 4.39750 -1.94400 -0.78160 0.047
H 2.81140 -2.58750 -1.26410 0.044
H 3.27930 -2.54090 0.45920 0.035
H 3.67060 0.04260 1.92350 0.080
H 3.68670 1.62170 1.11560 0.065
H 5.50740 -1.51020 1.69190 0.113
H 7.88050 -1.84700 1.12930 0.114
H 9.07480 -0.18150 -0.23760 0.115
H 7.88930 1.82400 -1.04610 0.114
H 5.50630 2.15290 -0.51790 0.112
O -2.30310 -2.40220 1.95580 -0.499
S -2.23340 -1.52350 3.13700 1.105
N -0.62640 -0.83140 3.13300 -0.267
```

---

Stability summary - winner: entry A; margin: 0.0930 hartree.

---

Entry A
The following is a quantum chemistry calculation of a gas-phase ion, C2H7N4 (charge +1), from OMol25.

Calculated values
- Total charge: +1
- LUMO energy: -4.59 eV
- Gap between HOMO and LUMO: 10.23 eV
- SMILES: [H]/N=C/[N+](N)=C/N

The geometry in XYZ format:
```
13
Properties=species:S:1:pos:R:3:lowdin_charge:R:1
H -3.18486 0.33812 -0.39192 0.035
N -2.36221 -0.07048 -0.12351 0.163
C -1.37861 0.76302 -0.02844 -0.186
N -0.12777 0.21555 0.16998 -0.060
N 0.03364 -1.40390 -0.00806 0.147
C 1.09573 0.74483 0.16523 -0.064
N 2.11301 -0.07080 -0.13887 0.174
H -1.31997 1.84946 0.05904 0.146
H -0.71358 -1.50873 -0.70175 0.091
H -0.18639 -1.68998 0.97050 0.130
H 1.07084 1.80079 0.24865 0.149
H 3.18906 0.05497 -0.15978 0.200
H 1.77111 -1.02287 -0.06108 0.076
```

---

Entry B
The following is a quantum chemistry calculation of a gas-phase ion, C2H7N4 (charge +1), from OMol25.

Calculated values
- Total charge: +1
- LUMO energy: -3.28 eV
- Gap between HOMO and LUMO: 11.10 eV
- SMILES: NC1=N[NH2+]NC1

The geometry in XYZ format:
```
13
Properties=species:S:1:pos:R:3:lowdin_charge:R:1
N -2.17295 0.32084 0.02834 0.222
C -0.86218 0.22738 -0.08907 -0.252
N 0.03865 1.34733 -0.07860 0.085
N 1.35697 0.85998 -0.03440 0.003
N 1.35890 -0.61538 -0.06769 0.045
C -0.02844 -1.02787 0.01161 -0.103
H -2.59678 -0.54467 -0.23349 0.138
H -2.42603 1.26291 -0.12575 0.128
H 1.79588 1.08939 -0.87364 0.148
H 1.92195 1.35257 0.69436 0.211
H 1.90631 -0.93507 0.70967 0.130
H -0.17506 -1.68598 0.85987 0.141
H -0.11723 -1.65142 -0.80121 0.103
```

---

Entry C
The following is a quantum chemistry calculation of 2 unconnected molecules or ions with the total composition C2H7N4, from OMol25.

Calculated values
- Total charge: +1
- LUMO energy: -3.41 eV
- Gap between HOMO and LUMO: 11.14 eV

The geometry in XYZ format:
```
13
Properties=species:S:1:pos:R:3:lowdin_charge:R:1
C 0.93453 1.06262 1.06702 0.075
C 0.96649 -0.02145 0.32468 -0.187
N -1.53919 -1.01354 -0.41856 0.226
N -2.45801 -1.32060 0.09733 -0.204
N -3.37159 -1.64663 0.79473 0.195
N 0.69772 0.13596 -1.10639 0.120
H 1.40667 0.87763 2.02539 0.087
H 0.42153 1.95979 0.97750 0.066
H 1.09163 -0.95417 0.75982 0.103
H -4.08137 -2.21068 0.37387 0.112
H 1.08062 -0.50707 -1.78778 0.153
H 0.82015 1.06891 -1.47391 0.156
H -0.37899 -0.36705 -0.98051 0.098
```

---

Stability summary - winner: entry A; margin: 0.0171 hartree.

---

Entry A
The following is a quantum chemistry calculation of a gas-phase ion, C2H7N4 (charge +1), from OMol25.

Calculated values
- Total charge: +1
- LUMO energy (spin up / spin down): -6.19 / -6.19 eV
- Gap between HOMO and LUMO (spin up / spin down): 8.06 / 8.06 eV
- SMILES: [H]/N=[NH+]\C/N=N/C

The geometry in XYZ format:
```
13
Properties=species:S:1:pos:R:3:lowdin_charge:R:1
H 1.25547 1.42551 -0.87289 0.144
N 1.63736 1.20721 0.10849 0.238
N 1.80650 0.00884 0.35141 -0.039
C 1.12342 -1.05320 -0.23525 -0.145
N -0.30875 -0.90223 0.02156 0.064
N -0.77627 0.20930 -0.03125 -0.034
C -2.14977 0.45501 0.14897 -0.060
H 2.52080 -0.01474 1.05567 0.180
H 1.59751 -2.06428 0.08078 0.182
H 0.99897 -0.89564 -1.34254 0.164
H -2.40311 1.51752 0.27854 0.097
H -2.38005 -0.09036 1.04565 0.091
H -2.92206 0.19706 -0.60914 0.119
```

---

Entry B
The following is a quantum chemistry calculation of a gas-phase ion, C2H7N4 (charge +1), from OMol25.

Calculated values
- Total charge: +1
- LUMO energy: -3.97 eV
- Gap between HOMO and LUMO: 10.80 eV
- SMILES: [H]/N=C1/CN[NH2+]N1

The geometry in XYZ format:
```
13
Properties=species:S:1:pos:R:3:lowdin_charge:R:1
H -2.69210 -0.87632 -0.59649 0.132
N -2.19572 0.02617 -0.29539 0.206
C -0.99983 -0.03552 -0.06047 -0.457
C -0.10813 1.14662 0.24134 -0.099
N 1.21788 0.70464 -0.20497 0.029
N 1.21052 -0.65339 0.01015 0.056
N -0.17367 -1.15783 0.08059 0.148
H -0.55027 2.12436 -0.26994 0.182
H -0.10290 1.54112 1.32941 0.156
H 1.22220 0.81678 -1.18712 0.131
H 1.69903 -0.99153 0.83687 0.204
H 1.78350 -1.00118 -0.75929 0.205
H -0.31052 -1.64394 0.87530 0.107
```

---

Entry C
The following is a quantum chemistry calculation of 2 unconnected molecules or ions with the total composition C2H7N4, from OMol25.

Calculated values
- Total charge: +1
- LUMO energy (spin up / spin down): -4.50 / -4.50 eV
- Gap between HOMO and LUMO (spin up / spin down): 8.15 / 8.15 eV

The geometry in XYZ format:
```
13
Properties=species:S:1:pos:R:3:lowdin_charge:R:1
C 0.20929 1.80685 -0.06531 0.021
C 0.61363 -1.36934 0.19516 0.042
N -0.71988 0.97297 0.07715 0.003
N -1.37274 -0.00798 -0.00341 -0.123
N -2.38116 -0.63556 -0.32057 0.129
N 1.53917 -0.49662 -0.07622 0.120
H 0.52483 2.04350 -1.03479 0.071
H 0.51664 2.41671 0.81294 0.111
H 0.51238 -1.80609 1.13804 0.094
H 0.10531 -2.07067 -0.48794 0.124
H -3.29165 -0.42505 0.03371 0.078
H 1.74372 -0.28682 -1.05886 0.159
H 2.00045 -0.14190 0.79011 0.171
```

---

Entry D
The following is a quantum chemistry calculation of 2 unconnected molecules or ions with the total composition C2H7N4, from OMol25.

Calculated values
- Total charge: +1
- LUMO energy: -3.92 eV
- Gap between HOMO and LUMO: 11.07 eV

The geometry in XYZ format:
```
13
Properties=species:S:1:pos:R:3:lowdin_charge:R:1
C 1.86717 3.28760 1.07066 0.152
C -1.71425 -2.59645 -1.16895 0.057
N 1.33481 2.22405 0.67446 0.037
N 0.58979 1.36648 0.26089 0.008
N 0.55650 0.14814 0.60840 0.092
N -1.04375 -1.79360 -0.37432 0.029
H 1.48101 3.77867 1.87839 0.078
H 2.73179 3.62809 0.54631 0.105
H -2.35348 -3.44415 -0.92046 0.102
H -1.47675 -2.43447 -2.15080 0.049
H 1.17163 -0.06030 1.40612 0.135
H -0.14621 -0.61672 -0.01166 0.117
H -1.29512 -1.87623 0.56245 0.038
```

---

Stability summary - winner: entry B; margin: 0.0279 hartree.

---

Entry A
The following is a quantum chemistry calculation of a single C2H4O4 molecule, from OMol25.

Calculated values
- Total charge: 0
- LUMO energy: 0.51 eV
- Gap between HOMO and LUMO: 10.68 eV
- SMILES: O[C@H]1OC1(O)O

The geometry in XYZ format:
```
10
Properties=species:S:1:pos:R:3:lowdin_charge:R:1
O 0.08538 1.70930 -1.04612 0.023
C 0.35514 0.39256 -0.79579 -0.311
O 1.12859 0.02377 0.34455 0.079
C -0.23867 -0.44969 0.21415 -0.585
O -0.99931 0.10632 1.14536 0.132
O -0.36991 -1.80714 -0.05781 0.101
H 0.64643 2.49994 -0.77730 0.154
H 0.63659 0.02860 -1.79538 0.165
H -0.78752 -0.13184 2.05405 0.131
H -0.45672 -2.37182 0.71430 0.111
```

---

Entry B
The following is a quantum chemistry calculation of a single C2H4O4 molecule, from OMol25.

Calculated values
- Total charge: 0
- LUMO energy: 0.34 eV
- Gap between HOMO and LUMO: 10.53 eV
- SMILES: OO[C@]1(O)CO1

The geometry in XYZ format:
```
10
Properties=species:S:1:pos:R:3:lowdin_charge:R:1
O 2.01931 -0.41865 -0.22319 -0.010
O 1.06052 -0.12434 0.78749 -0.085
C -0.33170 -0.10362 0.27032 -0.771
O -0.55364 -1.15712 -0.59566 0.087
C -0.58616 1.24934 -0.17514 0.220
O -1.24598 0.27862 1.13091 0.103
H 1.88942 -1.37819 -0.34534 0.100
H -1.00851 -1.84797 -0.09389 0.126
H -0.06071 2.06252 0.30413 0.115
H -1.18256 1.43940 -1.05962 0.114
```

---

Stability summary - winner: entry A; margin: 0.1150 hartree.